Record 1
This record from the Open Molecules 2025 dataset describes a structure of composition C32H46ClLiN2O4P2 at a distorted geometry. The level of theory is wB97M-V/def2-TZVPD.

The geometry in XYZ format:
```
88
Properties=species:S:1:pos:R:3:forces:R:3
Li 10.224 10.713 9.951 0.15 0.02 0.25
C 9.463 5.284 11.753 -0.70 0.23 0.51
C 10.247 6.530 11.388 1.14 -0.15 0.35
C 11.110 6.203 10.172 0.96 0.36 -0.84
P 9.412 8.162 11.144 -1.03 0.39 -0.06
C 7.676 7.626 10.331 1.27 0.50 0.16
C 6.451 7.376 11.215 0.89 -0.49 -0.16
C 7.359 8.736 9.310 0.53 -0.31 -0.19
C 9.175 8.697 12.901 0.66 -0.25 0.29
C 8.113 8.238 13.681 0.81 -0.30 -0.82
C 7.894 8.713 14.946 0.03 0.03 1.02
C 6.628 8.361 15.663 -1.41 1.13 1.03
C 8.905 9.473 15.572 -1.16 0.08 0.41
C 10.075 9.800 14.913 -0.33 -0.34 0.10
C 10.191 9.565 13.505 -0.17 1.25 -1.63
N 11.103 10.223 12.683 -1.26 -1.28 1.34
C 11.705 11.369 13.126 -0.31 1.20 0.49
C 11.180 12.328 14.073 0.49 -0.44 -0.77
C 11.919 13.476 14.380 -0.36 -0.41 0.06
C 13.172 13.740 13.849 0.69 -1.23 -0.99
C 13.989 14.940 14.116 1.01 1.40 0.29
C 13.697 12.812 12.920 -0.86 0.39 0.85
C 12.930 11.739 12.513 0.87 -1.41 0.08
P 13.569 10.519 11.286 -1.40 0.36 -0.51
C 14.724 9.411 12.241 1.06 0.59 -0.36
C 13.988 8.125 12.533 -1.20 -0.33 0.48
C 15.365 10.055 13.470 -0.16 -0.91 0.50
C 14.535 11.610 10.129 0.19 -0.49 -0.08
C 13.910 12.980 9.867 -0.36 -0.10 -0.03
C 16.013 11.730 10.372 1.64 -0.54 0.02
H 10.205 4.519 11.916 0.19 -0.59 0.46
H 8.834 4.886 10.951 -0.11 0.36 -0.12
H 8.832 5.427 12.655 0.40 -0.16 -0.40
H 10.968 6.709 12.237 -0.70 0.08 -0.68
H 10.526 5.885 9.297 -0.13 0.20 0.16
H 11.812 5.377 10.362 -0.19 0.02 0.21
H 11.747 7.059 9.839 -0.63 -0.41 0.34
H 7.964 6.736 9.732 -0.20 0.21 0.46
H 6.342 8.255 11.851 -0.42 -0.22 0.01
H 6.568 6.454 11.822 -0.18 0.57 -0.20
H 5.591 7.256 10.563 -0.38 0.01 -0.03
H 7.140 9.693 9.800 0.22 -0.11 -0.17
H 6.486 8.430 8.735 -0.30 0.04 -0.13
H 8.199 8.845 8.589 -0.45 0.23 0.58
H 7.480 7.451 13.272 0.03 0.49 0.30
H 5.792 9.161 15.524 1.28 -1.10 0.18
H 6.798 8.296 16.774 -0.23 -0.04 -0.92
H 6.172 7.422 15.323 0.27 0.11 0.04
H 8.607 9.876 16.583 0.94 -0.52 -0.86
H 10.874 10.306 15.452 -0.23 0.02 -0.28
H 10.191 12.129 14.509 0.62 0.41 -0.14
H 11.513 14.181 15.095 -0.16 0.15 0.07
H 13.732 15.455 15.054 0.07 -0.30 0.03
H 13.845 15.729 13.347 0.08 -0.52 0.12
H 15.095 14.703 14.143 -1.09 0.21 0.00
H 14.726 12.912 12.554 -0.53 0.20 0.08
H 15.567 9.157 11.564 -0.43 0.17 0.05
H 12.971 8.327 12.968 0.89 -0.14 -0.25
H 14.545 7.469 13.210 0.06 0.07 0.12
H 13.814 7.559 11.614 -0.04 0.10 -0.03
H 14.599 10.276 14.230 0.26 0.10 -0.24
H 15.877 10.975 13.195 0.09 0.01 0.17
H 16.079 9.324 13.920 -0.23 0.55 -0.17
H 14.393 11.046 9.202 0.14 0.06 -0.10
H 14.099 13.688 10.671 0.15 0.08 -0.10
H 12.819 12.945 9.775 0.17 -0.16 -0.07
H 14.324 13.348 8.923 -0.05 0.16 0.05
H 16.270 12.286 11.268 -0.18 0.28 0.29
H 16.496 12.281 9.552 -0.03 -0.13 -0.03
H 16.587 10.763 10.497 -0.80 0.73 -0.34
Cl 11.624 8.354 5.336 0.06 0.33 0.01
C 12.335 8.801 6.942 0.37 -0.21 0.58
C 11.707 10.066 7.613 -1.48 -0.51 0.30
O 12.150 11.167 7.259 -0.34 -0.74 0.52
O 10.757 9.750 8.448 1.74 0.92 -1.43
H 13.416 8.986 6.796 -0.63 -0.29 -0.05
H 12.121 7.908 7.550 0.35 0.51 -0.12
O 8.607 11.873 10.048 -0.26 0.75 -0.03
C 9.027 13.006 10.363 1.60 -0.93 0.21
C 8.132 14.250 10.563 1.07 -1.30 -0.86
C 9.078 15.170 11.276 0.72 0.98 -0.53
C 10.486 14.475 11.138 1.08 0.42 -0.06
O 11.553 15.029 11.460 -1.64 -0.41 -0.33
N 10.366 13.221 10.604 -1.80 0.69 0.12
H 7.259 13.880 11.051 -0.74 0.17 0.55
H 7.870 14.580 9.554 -0.12 0.13 0.10
H 8.843 15.327 12.312 -0.05 -0.16 0.66
H 9.104 16.188 10.836 0.21 -0.52 0.13
```
Positions in Å, forces in eV/Å.

Its total charge is -2. Its HOMO-LUMO gap is 5.23 eV. For the HOMO energy, the calculation gives -0.750 eV.

Here are the Mulliken charges for atoms 1 to 6, given in e: Li 1.002; C -1.651; C 0.695; C -1.420; P 0.924; C 0.680

Record 2
This record from the Open Molecules 2025 dataset describes a structure of composition C18H21IrN5O2S at a distorted geometry. The level of theory is wB97M-V/def2-TZVPD.

The geometry in XYZ format:
```
48
Properties=species:S:1:pos:R:3:forces:R:3
N 0.599 2.738 -0.450 -0.18 1.41 -0.09
C 0.521 3.896 -0.485 0.19 -1.11 0.72
C 0.444 5.323 -0.337 -0.07 0.61 -0.22
H -0.609 5.630 -0.343 0.22 0.05 0.05
H 0.953 5.793 -1.184 -0.02 0.12 0.17
H 0.929 5.622 0.607 -0.16 -0.05 -0.40
N 1.968 -2.519 -1.218 0.52 1.34 -0.83
C 3.078 -2.520 -1.588 -1.31 -1.52 1.99
C 4.437 -3.001 -1.519 0.70 0.34 -0.38
H 5.084 -2.452 -2.220 0.06 -0.35 0.33
H 4.415 -4.081 -1.770 0.12 0.51 0.10
H 4.729 -2.839 -0.458 0.13 -0.19 -0.72
N -1.903 -2.099 -0.728 -0.08 0.86 -0.42
C -3.057 -2.123 -0.826 0.64 -1.19 1.10
C -4.418 -2.526 -0.604 -0.69 0.16 -0.33
H -4.368 -3.308 0.177 -0.20 0.35 -0.24
H -4.851 -2.950 -1.521 0.03 0.09 0.22
H -5.007 -1.652 -0.288 -0.03 -0.39 0.03
Ir 0.276 -0.432 -1.040 -3.00 -3.35 -1.45
C 0.179 -1.446 0.531 0.09 -6.60 8.02
O 0.261 -2.116 1.486 -0.25 2.90 -3.96
C 1.533 0.399 0.098 7.24 5.33 3.94
O 2.331 0.756 0.868 -3.00 -1.98 -2.15
C 0.751 1.012 -2.803 1.22 0.95 -0.71
C -0.622 1.070 -2.574 -0.73 0.86 0.08
C -1.388 -0.099 -2.611 -1.02 0.45 -0.74
C -0.791 -1.320 -2.971 -0.67 -0.54 -1.28
C 0.577 -1.383 -3.179 0.41 -0.59 -0.98
C 1.374 -0.232 -2.987 0.65 0.56 -1.21
H 1.368 1.883 -2.617 -0.09 0.07 -0.33
H -1.084 1.981 -2.209 0.07 0.10 -0.38
H -2.434 -0.051 -2.334 0.05 0.00 -0.21
H -1.349 -2.247 -3.018 -0.11 0.21 -0.19
H 1.001 -2.350 -3.412 0.15 0.15 -0.03
H 2.456 -0.292 -2.990 -0.09 0.03 -0.31
C -1.472 -0.990 3.924 -0.55 -0.58 0.36
N -0.736 0.225 3.645 -0.11 1.38 1.28
C -0.091 0.945 4.636 -1.33 -1.89 -1.15
C 0.481 2.030 4.046 0.39 1.25 -2.27
N 0.193 1.942 2.697 0.53 0.90 1.09
C -0.681 0.925 2.468 0.93 -0.25 -0.44
S -1.449 0.651 0.994 -0.69 -0.13 1.08
H -2.225 -1.170 3.170 -0.18 0.15 -0.23
H -0.818 -1.857 3.969 0.23 0.08 0.02
H -1.957 -0.857 4.885 -0.13 -0.14 0.08
H -0.130 0.635 5.656 0.19 -0.18 0.53
H 1.008 2.871 4.469 0.17 -0.04 0.07
H 0.496 2.588 1.957 -0.23 -0.13 0.38
```
Positions in Å, forces in eV/Å.

Its total charge is +4. Its HOMO-LUMO gap (alpha / beta) is 6.62 / 5.18 eV. Its expectation value of S² is 8.790. Its spin multiplicity is 6. As for the relative energy (zero: lowest compared OMol25 entry of this formula, charge and spin): 0.480 eV. For the HOMO energy (alpha / beta), the calculation gives -19.283 / -22.184 eV.

Here are the Mulliken charges for atoms 1 to 6, given in e: N -0.415; C 0.567; C -1.057; H 0.329; H 0.362; H 0.346

Record 3
This record from the Open Molecules 2025 dataset describes a cluster of 2 separate species, C7H14N2 in total at a distorted geometry. The level of theory is wB97M-V/def2-TZVPD.

The geometry in XYZ format:
```
23
Properties=species:S:1:pos:R:3:forces:R:3
C 0.014 0.326 2.568 0.88 -2.26 0.70
C -0.805 1.226 1.807 -3.31 3.59 -0.61
C -0.709 2.617 1.459 -1.46 -3.80 0.72
N -1.946 2.983 0.965 0.32 -5.66 0.24
C -2.741 1.745 0.937 1.71 3.09 1.36
N -2.142 0.787 1.584 1.13 0.83 -1.75
H -0.062 0.461 3.667 0.07 0.22 -0.53
H 1.079 0.459 2.271 -0.61 -0.73 0.30
H -0.469 -0.720 2.391 1.55 1.56 0.13
H 0.152 3.203 1.574 0.62 1.05 -0.02
H -2.303 3.843 0.757 -0.66 2.48 -0.83
H -3.708 1.826 0.473 -0.24 -0.40 0.26
C 0.827 -2.953 -1.459 -1.27 2.61 -1.11
C 1.293 -1.817 -2.444 -2.88 0.66 1.74
C 1.671 -0.471 -1.780 -3.85 -0.40 0.80
H 0.439 -2.418 -0.556 -0.37 -0.71 -0.81
H 1.630 -3.499 -1.104 1.52 -1.62 0.46
H 0.067 -3.512 -2.055 0.59 -0.09 1.21
H 2.079 -2.079 -3.069 1.40 -0.85 -1.18
H 0.387 -1.686 -3.070 0.65 0.31 0.04
H 2.672 -0.431 -1.742 3.76 0.31 0.74
H 1.378 0.342 -2.412 -0.27 0.53 -0.48
H 1.195 -0.232 -0.761 0.70 -0.73 -1.39
```
Positions in Å, forces in eV/Å.

Its SMILES is Cc1c[nH]cn1.CCC. Its HOMO-LUMO gap is 9.11 eV. As for the relative energy (zero: lowest compared OMol25 entry of this formula, charge and spin): 1.754 eV. For the HOMO energy, the calculation gives -8.206 eV.

Here are the Mulliken charges for atoms 1 to 6, given in e: C -0.941; C 0.620; C -0.656; N -0.086; C -0.177; N -0.537